# 1
Density functional theory data (ωB97M-V/def2-TZVPD) for a 11-piece molecular cluster, C15H48NO12 overall at a distorted geometry.

M: 434.5 g/mol
net charge: -1
max |F|: 2.55 eV/Å
spin multiplicity: 1
relative energy (zero: lowest compared OMol25 entry of this formula, charge and spin): 0.0 kcal/mol
gap between HOMO and LUMO: 7.67 eV
LUMO: 2.145 eV

Last column: Mulliken charge in e.
Element x y z (Å)
O -3.544 -1.228 -1.682  -0.648
O -5.832 -1.507 3.352  -0.661
O -2.396 -0.479 5.373  -0.663
O -1.371 2.934 1.150  -0.716
O -5.168 -3.052 0.037  -0.589
O -3.426 -0.251 2.534  -1.182
O 4.765 1.350 1.874  -0.537
O -1.982 -4.988 1.721  -0.614
O -2.804 1.770 -0.985  -0.470
O -5.163 1.135 0.659  -0.667
O -2.795 -2.329 1.950  -0.634
O -0.815 -2.918 -1.648  -0.452
N 4.080 1.193 0.640  0.264
C 3.343 -0.032 0.611  2.046
C 3.124 0.607 -1.881  -0.694
C -1.512 -0.499 1.135  0.377
C 4.284 -1.256 0.682  -2.149
C -2.223 1.545 -2.279  -0.075
C 2.359 2.977 0.539  -1.937
C 0.934 -2.709 -3.289  -1.339
C 2.349 -0.173 1.792  -1.585
C -0.215 -2.009 -2.564  0.988
C 3.445 2.077 -1.528  -1.288
C -0.710 1.740 -2.159  -0.592
C 3.685 2.421 -0.024  2.073
C -2.682 -1.090 1.943  0.287
C 2.564 -0.195 -0.711  0.079
C 4.799 3.474 0.094  -1.746
H 4.385 4.236 0.765  0.367
H 2.545 -1.244 -1.017  0.378
H -2.469 0.529 -2.588  -0.126
H 1.469 -2.033 -3.959  0.322
H 1.626 -3.032 -2.510  0.303
H -0.848 -1.189 0.622  0.049
H 1.493 0.014 -0.624  -1.113
H 4.983 -1.185 -0.160  0.409
H -2.562 2.306 -2.989  0.473
H 2.544 2.657 -1.772  0.375
H 5.636 0.992 1.669  0.356
H 1.992 0.779 2.191  0.346
H -3.747 1.561 -1.086  0.209
H 2.753 -0.710 2.655  0.345
H -4.607 0.806 1.396  0.375
H -1.908 0.266 0.461  -0.380
H -3.261 -1.321 -2.598  0.255
H -4.899 -2.134 0.143  0.288
H 4.157 2.494 -2.241  0.313
H 0.080 -1.152 -1.960  -0.553
H -4.815 -3.309 -0.819  0.299
H -0.966 -1.648 -3.278  0.177
H -2.841 -0.256 4.535  0.347
H 2.191 3.859 -0.100  0.527
H 0.560 -3.579 -3.825  0.430
H -2.838 -1.643 -1.156  0.293
H -0.241 0.859 -1.725  -0.242
H -1.795 -4.069 1.457  0.370
H -5.012 -1.016 3.101  0.429
H -6.462 -0.823 3.604  0.276
H 2.393 0.620 -2.689  0.348
H 4.883 -1.163 1.597  0.531
H 1.472 2.363 0.365  0.361
H -1.846 2.859 0.304  0.387
H 1.443 -0.733 1.539  0.269
H -1.567 0.006 5.340  0.290
H -1.228 -3.679 -2.061  0.250
H -1.299 2.024 1.462  0.322
H 4.069 0.195 -2.244  0.385
H 2.244 3.391 1.543  0.231
H 5.708 3.147 0.581  0.327
H -0.447 2.631 -1.591  0.298
H -5.993 0.656 0.752  0.291
H -0.929 0.066 1.876  0.480
H 4.956 3.996 -0.847  0.371
H -1.627 -5.546 1.022  0.258
H -0.348 1.912 -3.179  0.471
H 3.883 -2.266 0.703  0.361

Atomic forces in eV per Å
O 0.1 -0.2 -0.1
O 0.0 0.5 -0.1
O 0.0 0.2 0.0
O 0.3 0.3 -0.2
O -0.4 -0.2 -0.2
O -0.3 0.5 0.2
O -0.5 0.2 -0.1
O 0.4 -0.2 -0.3
O -0.2 0.0 -1.2
O -0.1 0.1 0.1
O 0.0 0.7 0.0
O -0.1 0.4 0.7
N 2.0 -0.7 -0.8
C -1.8 -1.7 0.5
C 0.7 0.7 0.4
C -0.2 1.2 0.7
C 1.6 0.9 0.2
C 0.8 0.7 1.0
C -0.7 1.4 -1.2
C 0.0 0.7 0.7
C -0.5 0.0 0.6
C -0.4 -0.8 -0.5
C -1.7 0.4 -0.1
C -0.4 -0.2 -0.6
C -0.2 -0.8 0.4
C 0.6 -1.4 -0.7
C -0.4 0.3 -0.8
C -1.1 0.9 0.8
H 0.3 0.1 0.0
H 0.3 -0.1 0.3
H 0.1 0.3 -0.3
H -0.1 -0.1 -0.1
H 0.1 -0.2 -0.2
H -0.2 -0.3 0.0
H 0.1 0.5 0.4
H 0.0 -0.1 0.0
H -0.4 -0.2 -0.1
H 0.0 -0.1 -0.1
H 0.0 0.1 0.1
H 0.1 0.1 -0.3
H 0.1 -0.1 0.8
H 0.3 0.1 -0.1
H 0.2 -0.1 -0.1
H 0.0 -0.3 -0.2
H 0.0 -0.1 0.1
H 0.1 -0.1 0.1
H 0.6 -0.2 0.4
H 0.3 -0.1 -0.1
H 0.0 0.2 0.0
H 0.1 0.1 -0.1
H 0.0 -0.2 0.0
H -0.3 0.0 0.2
H 0.0 0.0 -0.1
H -0.1 0.1 0.0
H 0.1 0.2 0.1
H -0.5 0.0 0.3
H -0.1 -0.4 0.1
H 0.1 -0.1 0.0
H 0.1 -0.2 -0.2
H 0.0 -0.1 -0.1
H 0.3 -0.3 0.0
H -0.1 -0.2 0.4
H 0.2 0.0 -0.3
H 0.0 0.0 0.0
H 0.1 0.1 -0.4
H -0.2 0.1 -0.1
H -0.2 -0.4 0.0
H 0.8 -0.5 0.3
H 0.2 -0.3 -0.4
H -0.1 0.0 0.2
H 0.1 -0.1 0.0
H 0.2 -0.1 -0.1
H 0.3 -0.2 -0.1
H 0.0 0.1 0.1
H 0.3 -0.3 0.1
H -0.7 0.3 -0.1


# 2
Density functional theory data (ωB97M-V/def2-TZVPD) for a 11-piece molecular cluster, C15H48O21S4 overall at a distorted geometry.

M: 692.8 g/mol
SMILES string: CCOS(C)(=O)=O.CCOS(C)(=O)=O.CCOS(C)(=O)=O.CCOS(C)(=O)=O.O=C1OCCO1.O.O.O.O.O.O
net charge: 0
max |F|: 4.07 eV/Å
spin multiplicity: 1
gap between HOMO and LUMO: 10.06 eV
LUMO: -0.226 eV

Last column: Mulliken charge in e.
Element x y z (Å)
S -3.923 2.080 2.507  1.010
S -4.002 -2.219 -0.227  1.159
S 1.841 2.853 1.348  0.941
S 2.575 2.625 -4.149  1.079
O 1.377 -3.389 3.291  -0.608
O 3.203 3.979 -4.070  -0.629
O 0.867 -3.208 -2.599  -0.772
O -0.305 0.727 -2.770  -0.382
O 1.110 2.522 -4.212  -0.724
O 2.893 3.413 0.447  -0.647
O -4.453 3.383 2.969  -0.610
O -0.305 -2.157 2.393  -0.215
O -4.623 -1.683 -1.440  -0.639
O 3.164 -1.776 -2.275  -0.577
O 0.624 -1.374 4.147  -0.416
O 3.301 1.775 -5.376  -0.293
O -4.135 1.982 0.810  -0.443
O 3.326 -0.028 1.575  -0.740
O 0.842 -0.769 -0.368  1.478
O -2.578 1.629 2.945  -0.468
O 2.528 2.326 2.796  -0.311
O 0.996 1.733 0.895  -0.457
O -4.573 -3.800 -0.054  -0.363
O -4.026 -1.568 1.118  -0.536
O 1.500 -3.665 0.021  -0.632
C 0.700 -2.354 3.237  0.515
C 3.268 0.337 -7.176  -1.405
C -1.917 2.617 -0.148  -0.493
C -2.188 -2.581 -0.562  -0.757
C 4.953 2.182 3.004  -1.404
C 0.788 4.288 2.101  -0.989
C -0.133 -0.319 3.599  0.392
C -5.151 0.755 3.147  -0.774
C 2.714 0.541 -5.758  0.158
C -1.057 -1.023 2.696  0.715
C -4.994 -5.750 1.266  -1.412
C -3.021 1.512 0.010  0.529
C -4.250 -4.445 1.203  0.130
C 3.147 1.718 -2.697  -0.449
C 3.701 3.001 3.324  -0.177
H -6.048 -5.535 1.092  0.346
H 3.755 -2.362 -1.802  0.262
H -1.638 -1.644 -0.643  0.036
H 1.632 0.407 -5.746  0.289
H -6.125 1.243 3.169  0.406
H -4.606 -6.460 0.535  0.332
H 1.338 -3.783 -0.915  0.461
H 0.523 -3.197 -3.492  0.302
H -0.010 3.748 2.609  0.274
H -2.540 3.400 -0.580  0.487
H 3.095 2.503 -1.942  0.219
H 2.452 -2.342 -2.574  0.294
H -2.627 0.643 0.537  -0.567
H -4.769 0.652 4.163  0.338
H 1.542 -2.716 0.140  0.085
H 3.052 -0.634 -7.622  0.381
H -0.731 0.243 4.316  0.373
H 3.836 3.989 2.883  0.393
H 4.844 1.177 3.412  0.366
H -1.976 -1.261 3.233  0.309
H -1.699 -3.079 0.276  0.326
H 3.668 3.021 4.413  0.344
H -1.239 -0.448 1.788  -0.772
H -5.149 -0.182 2.590  0.144
H -4.978 -6.202 2.258  0.391
H 5.762 2.732 3.485  0.449
H -1.112 2.245 -0.781  0.151
H 2.773 1.073 -7.809  0.341
H -3.472 1.195 -0.930  0.456
H -3.199 -4.647 1.409  0.263
H 0.375 4.875 1.280  0.415
H 0.882 -0.542 -1.297  -0.207
H -1.187 0.383 -2.908  0.243
H -1.457 2.917 0.794  -0.194
H -2.124 -3.197 -1.459  0.507
H -0.103 1.202 -3.576  0.254
H 0.463 0.415 3.057  -0.315
H 5.198 2.150 1.942  0.305
H 2.710 -0.010 0.843  0.108
H 3.161 -0.273 -5.187  0.186
H 0.592 0.046 0.067  -0.406
H 2.557 0.810 -2.576  -0.115
H -4.628 -3.738 1.942  0.238
H 0.358 -2.541 -2.138  0.221
H 4.207 1.480 -2.791  0.431
H 3.184 0.803 2.029  0.384
H 1.356 4.936 2.769  0.348
H 4.316 0.632 -7.231  0.332

Atomic forces in eV per Å
S -1.0 -0.4 0.5
S 1.4 -1.1 1.0
S 1.2 1.4 0.1
S 1.1 1.8 0.8
O -1.7 3.7 -0.2
O -1.6 -3.6 -0.9
O -0.2 -0.1 -0.5
O -0.1 -0.7 0.5
O 2.0 0.1 -0.6
O -2.6 -1.5 2.3
O 1.4 -2.6 -1.4
O -0.3 -1.7 -2.3
O 0.8 -0.8 2.4
O 0.4 0.7 -0.2
O 1.5 0.5 1.1
O -1.6 2.0 1.6
O 0.4 0.6 2.4
O 0.4 -0.4 -0.1
O -0.1 -0.7 0.1
O -2.1 1.0 -1.4
O -1.2 0.7 -1.5
O 1.4 2.4 1.1
O 1.1 2.0 -0.7
O -0.5 -1.0 -3.1
O 0.0 -0.5 0.2
C 0.8 -3.8 1.2
C -0.9 1.0 -0.4
C -1.7 -1.1 -0.2
C -1.0 0.3 0.2
C -0.2 0.6 0.0
C 0.3 -1.5 -1.1
C -0.4 1.9 0.4
C 1.0 1.6 -0.4
C 1.4 -2.0 -1.4
C -0.4 0.5 -0.4
C -0.7 0.1 -0.2
C 1.3 0.2 1.3
C -0.6 0.4 1.0
C 0.1 0.6 -0.7
C 1.4 -0.6 -0.7
H -0.1 -0.2 -0.3
H 0.2 -0.1 0.3
H -0.3 0.2 -0.3
H 0.0 0.9 0.2
H 0.1 -0.1 -0.1
H -0.2 0.0 0.0
H 0.1 -0.2 -0.1
H -0.1 -0.2 -0.4
H 0.1 0.1 0.1
H 0.8 0.6 -0.2
H -0.5 -0.4 0.4
H -0.3 -0.4 0.0
H 0.1 -0.2 -0.3
H -0.1 -0.2 0.0
H 0.0 0.4 0.2
H 0.2 -0.1 0.3
H 0.5 -0.3 0.6
H -0.4 0.1 0.2
H 0.3 0.0 -0.1
H -0.2 -0.4 -0.4
H -0.5 -0.2 0.2
H -0.8 0.3 -0.1
H -0.3 -0.2 0.1
H 0.3 0.3 -0.1
H 0.5 0.1 0.0
H 0.2 -0.3 0.2
H -0.2 0.2 -0.3
H -0.1 0.0 -0.2
H 0.1 0.2 0.0
H 0.3 0.5 -0.6
H 0.2 -0.2 -0.1
H 0.1 0.4 -0.4
H -0.3 -0.1 0.1
H -0.4 -0.1 0.1
H -0.1 0.2 0.0
H 0.4 0.5 -0.3
H 0.5 -0.2 0.1
H -0.3 -0.1 0.0
H -0.2 -0.3 -0.3
H -0.2 0.1 0.7
H -0.1 0.4 0.1
H 0.0 0.3 0.3
H 0.2 -0.3 0.4
H -0.3 0.3 0.4
H -0.1 0.0 -0.4
H -0.1 -0.1 0.2
H 0.3 -0.5 -0.1
H 0.1 -0.5 0.2